# 1
5 unconnected molecules or ions with the total composition C4H16O4 in a non-equilibrium geometry, computed with ωB97M-V with the def2-TZVPD basis set.

Structure (XYZ):
```
24
Properties=species:S:1:pos:R:3
C -1.7515 -1.0501 -2.6309
H -2.1198 0.6717 -3.9253
H 3.9890 -0.4520 2.4508
C -1.9773 -0.4261 -3.9700
O 0.8630 0.7354 2.5307
H 0.8472 0.0088 1.9141
H -1.9380 3.2195 4.3487
O -1.8609 3.6418 3.4966
H -2.5377 3.0965 3.0345
H -0.6790 -2.4411 -0.2281
H -0.0108 -3.6152 -1.4544
C -0.8133 -2.0059 -2.4403
H 3.9087 3.9212 2.8175
H 3.2027 -0.6641 1.1725
H -2.8202 -0.7796 -4.5294
C -0.8238 -2.8913 -1.2200
H -1.1984 -0.7880 -4.6506
H -2.5145 -0.8460 -1.9019
O 3.1626 3.3370 3.0175
H -0.0607 0.8818 2.7449
H 2.7623 2.9134 2.2649
H -1.6517 -3.5775 -1.1764
H -0.0797 -2.1889 -3.2032
O 4.1019 -0.7015 1.5377
```

Its LUMO energy (spin up / spin down) is -0.190 / -0.337 hartree. The calculation puts the gap between HOMO and LUMO (spin up / spin down) at 7.63 / 3.60 eV. As for the total charge: +1. The value obtained for the energy above the lowest of the compared OMol25 structures with the same formula, charge and spin is 32.8 kcal/mol. As for the spin multiplicity: 2.

# 2
H2O7S2 in the gas phase in a non-equilibrium geometry, computed with ωB97M-V with the def2-TZVPD basis set.

Structure (XYZ):
```
11
Properties=species:S:1:pos:R:3
O 0.9341 -0.5384 1.6075
O -1.5901 1.1769 -1.0228
O 1.7183 1.7262 -0.5266
H 0.5386 -1.8380 2.9684
H -1.2739 -0.6429 -1.4235
S 0.7158 -0.1635 -2.5221
O 0.1017 -1.0450 2.5984
O 0.5900 -0.7799 0.2669
O -0.5504 1.4627 -0.2271
S 0.7300 0.7609 -0.8433
O -1.9140 -0.1189 -0.8759
```

Its LUMO energy is -0.028 hartree. The SMILES is O=S(=S)(OOO)OOO. The calculation puts the gap between HOMO and LUMO at 9.80 eV. The value obtained for the energy above the lowest of the compared OMol25 structures with the same formula, charge and spin is 99.5 kcal/mol.

# 3
A molecular structure, C33H72N5O6P2PdS2SbSi3 in a non-equilibrium geometry, computed with ωB97M-V with the def2-TZVPD basis set.

Structure (XYZ):
```
125
Properties=species:S:1:pos:R:3
S -2.1613 -1.9999 0.3273
H 1.1068 -1.0889 5.1611
O -3.5388 -0.6055 2.3539
H -4.0007 2.8578 -1.8028
H 2.1557 -3.8349 -2.5520
H 2.5290 1.0523 -4.2154
H -3.2262 -3.4444 2.2260
N 3.9494 -0.6002 0.9199
H 2.5267 -3.8034 2.9105
H 2.7436 3.2408 0.8632
C 2.0686 -2.9278 3.3757
H -5.6673 4.8705 2.6464
C -0.2940 -1.7274 -5.7001
H 6.3396 0.9919 -0.3380
H -5.6765 3.3261 1.7896
H 0.7033 -3.6503 1.1240
H -2.5842 -0.3727 -3.5494
O -1.8333 -2.2704 3.2009
C -5.0884 3.9628 2.4519
H 2.0295 0.2265 3.4627
C 3.1494 -2.8102 -0.9163
C 6.0725 0.0295 1.6002
C -4.0044 0.3496 3.3037
H 5.8432 0.4418 2.5834
H -1.1810 -4.7901 2.4433
P 2.4525 -1.2842 1.1580
H 2.8674 -1.9248 -1.5007
H 3.6948 -0.2751 3.8251
C 2.6247 -4.0875 -1.6038
H -4.8576 1.4066 0.2149
C 2.6728 0.0202 -3.9013
S -0.6662 0.1566 2.9729
C -2.3668 5.3979 2.8492
C -4.6891 0.4966 -0.3626
C -2.6718 -3.4204 3.1679
H -2.4687 -5.5517 3.3973
C -1.8276 -4.6729 3.3136
C 2.1799 -1.2555 5.0552
H -4.7105 -0.3588 0.3086
H 1.3945 2.1418 1.2023
H -3.2302 0.5302 4.0529
C -0.0442 0.7173 -2.2725
H 4.2350 -2.8149 -0.8000
O -0.2449 -2.5981 -3.0780
H -2.1006 -2.4798 -6.5968
H -0.6879 4.2123 -2.1004
H 2.4066 -0.0634 -2.8476
C 5.1985 -1.1983 1.3408
H 0.5533 -2.7620 -0.4050
C -3.1866 2.2719 -2.2296
H 3.4453 3.8173 -1.9219
N 2.5774 -1.7064 2.7602
O -0.5892 1.1046 -5.7177
C 1.8293 -0.9120 -4.7667
H 1.9579 -5.4311 -0.0160
H 5.0389 -1.8280 2.2141
H 0.6813 -5.0090 -1.1928
C 5.6348 1.0115 0.4943
H -2.6942 -1.6735 -2.3585
H -3.4065 2.0824 -3.2850
C 4.2489 0.5055 0.0301
H -3.3821 -3.3366 3.9978
P -2.0068 -1.0495 2.1033
C -3.1199 -0.7201 -2.6634
H -0.4234 2.2695 -3.5715
H 2.1170 -1.9490 -4.5779
H 0.9796 -3.0095 3.2941
H -4.4077 4.9197 -0.5535
H -4.2009 1.2793 2.7636
H -4.1631 -0.8791 -2.9421
H 0.8558 4.9362 -2.5574
H -5.1267 -0.9529 4.6377
C 1.1963 -3.4178 0.1811
H -2.9282 6.2578 3.2237
C 2.8634 2.9411 -2.2138
H 0.2132 5.1328 -0.9242
N 2.5087 -2.7985 0.4121
C -3.6436 5.3575 0.0892
H 3.5086 -2.9733 4.9899
H 1.8610 -3.3866 5.5007
H -4.9512 3.4407 3.4002
H -2.1896 -2.3146 -4.8414
C 2.6553 -0.6200 3.7475
C 0.2825 -0.8383 -4.5824
H -2.2905 2.8905 -2.1742
H -2.7054 5.3758 -0.4658
H 0.0589 -1.3285 -6.6534
N -0.1219 1.3023 -3.5233
H -1.2013 -4.5946 4.2038
Si -3.4000 4.3543 1.6710
C 1.6806 3.0545 0.6762
C -1.8127 -1.8525 -5.7515
C 0.3212 4.4295 -1.7498
O 0.3848 1.5068 -1.2852
H -5.5093 0.3856 -1.0820
H 2.6214 3.0464 -3.2727
H 3.4675 1.2592 0.1104
H 0.1328 -2.7206 -5.5573
H 5.6483 -1.8075 0.5412
Pd -1.1926 0.2305 0.1810
C -0.0433 -1.4058 -3.1852
H -1.4907 5.7652 2.3143
N -0.0057 -0.5636 -2.1108
H -3.9332 6.3877 0.3154
C -0.1969 0.5799 -4.7020
Si 1.2907 2.8983 -1.1617
H 2.6921 -0.8430 5.9249
H 3.4258 -4.8051 -1.7858
H 1.1032 3.8693 1.1105
Sb -1.9606 2.3796 1.0607
C 1.5497 -4.6404 -0.6499
H -2.0181 4.8064 3.6954
H 7.1384 -0.1977 1.5567
H 3.4988 2.0633 -2.0999
Si -3.0104 0.5974 -1.2923
H 4.3044 0.1787 -1.0186
H 5.5871 2.0346 0.8659
H 3.7312 -0.2205 -4.0088
H -5.9418 -0.5391 3.1189
C 2.4486 -2.7471 4.8415
H -5.8084 0.6686 4.4118
C -5.2988 -0.1565 3.9122
H -2.2830 -0.8790 -5.8863
O 1.3838 -0.3475 0.7370
H 2.0443 -0.6930 -5.8157
```

Its LUMO energy (spin up / spin down) is 0.079 / 0.079 hartree. The calculation puts the gap between HOMO and LUMO (spin up / spin down) at 5.06 / 4.85 eV. As for the total charge: -1. The value obtained for the energy above the lowest of the compared OMol25 structures with the same formula, charge and spin is 67.1 kcal/mol. As for the spin multiplicity: 2.